Entry 1:
A structure of composition C40H42MnN2O5P2 at a distorted geometry, computed with ωB97M-V/def2-TZVPD.

The gap between HOMO and LUMO (alpha / beta) comes out at 0.219 / 0.276 Ha. The calculation puts the total energy at -3868.39631 Ha. As for the net charge: +2. The multiplicity is 4.

Geometry as XYZ:
```
92
Properties=species:S:1:pos:R:3:forces:R:3:lowdin_spin:R:1
Mn 0.5610 0.1443 0.3831 1.175 -0.559 0.569 3.380
O 1.9833 3.8065 0.5087 -0.259 -0.296 -0.107 -0.009
C 1.7468 2.7602 1.0406 1.089 0.385 0.761 0.007
O 0.7843 1.9403 0.6065 -0.992 -0.199 -0.467 -0.003
C 2.4010 2.3228 2.3543 -0.464 -0.123 -0.345 0.002
C 1.2915 1.8044 3.3037 0.309 0.237 0.107 0.001
C 1.8160 1.7571 4.7390 -0.064 -0.012 -0.090 0.001
C 2.7505 0.5269 4.6822 -0.093 -0.068 -0.080 0.001
C 2.5873 0.0963 3.2226 0.335 0.202 0.166 0.000
O 1.2098 0.4068 2.9284 -0.018 -0.104 -0.055 0.017
C 3.3399 1.0750 2.2931 -0.116 -0.346 -0.426 0.003
C 3.5092 0.4050 0.9214 0.609 0.745 0.943 0.010
O 4.5926 0.2570 0.4246 -0.357 -0.099 -0.189 0.007
O 2.3908 -0.0624 0.3860 -0.270 -0.677 -0.614 0.058
H 2.9165 3.1997 2.7346 0.041 -0.033 0.082 0.000
H 0.3281 2.2945 3.1814 0.003 -0.056 -0.028 0.000
H 2.3325 2.6786 4.9982 -0.005 0.009 0.038 0.000
H 0.9989 1.6158 5.4439 0.013 -0.015 0.013 0.000
H 3.7859 0.7613 4.9172 0.019 -0.017 0.009 0.000
H 2.4175 -0.2643 5.3512 0.004 0.022 0.017 0.000
H 2.7957 -0.9577 3.0476 -0.041 0.025 0.027 0.000
H 4.3411 1.3037 2.6454 0.001 0.029 0.049 0.001
C -1.5368 3.0239 -0.3864 -0.036 0.050 0.086 -0.001
C -1.1542 2.3206 -1.7042 0.045 -0.223 0.263 -0.015
P 0.2743 1.1577 -1.7247 -0.085 0.661 -1.462 -0.203
C 0.0541 -0.1302 -2.9811 0.017 -0.149 0.342 -0.032
C -0.8490 -0.0561 -4.0392 -0.121 0.076 0.149 -0.014
C -0.8122 -1.0181 -5.0363 -0.034 0.017 -0.077 -0.002
C 0.1220 -2.0441 -4.9871 0.001 -0.017 0.036 -0.010
C 1.0393 -2.1066 -3.9447 0.021 -0.006 -0.017 0.001
C 1.0096 -1.1503 -2.9453 -0.001 0.091 0.046 -0.009
C 1.6829 2.0401 -2.4702 0.120 -0.010 0.341 -0.027
C 2.9834 2.0437 -1.9925 -0.087 -0.029 0.121 0.000
C 3.9988 2.6313 -2.7313 0.006 0.005 -0.037 0.000
C 3.7126 3.2318 -3.9453 0.014 -0.012 0.025 0.001
C 2.4082 3.2397 -4.4231 -0.035 0.044 -0.085 -0.003
C 1.3957 2.6317 -3.7055 -0.104 -0.014 0.114 -0.009
C -1.9868 2.1665 0.8320 0.326 -0.108 -0.039 -0.008
P -1.8483 0.3547 0.5372 -1.331 0.577 0.475 -0.086
C -2.1824 -0.6044 2.0400 0.266 0.077 -0.069 -0.007
C -1.5305 -0.2987 3.2357 -0.223 0.139 -0.071 -0.006
C -1.6262 -1.1607 4.3153 -0.014 0.001 0.087 0.001
C -2.3687 -2.3284 4.2127 0.006 0.009 -0.032 -0.009
C -3.0428 -2.6235 3.0338 0.026 0.002 -0.021 0.001
C -2.9468 -1.7708 1.9476 0.006 -0.018 -0.058 -0.008
C -3.3682 0.0983 -0.4669 0.287 -0.141 -0.171 -0.013
C -3.4194 -0.3589 -1.7781 -0.034 0.096 0.014 0.000
C -4.6307 -0.4124 -2.4527 -0.002 -0.002 -0.027 0.000
C -5.7972 -0.0139 -1.8199 -0.012 -0.009 -0.025 0.000
C -5.7576 0.4101 -0.4983 -0.016 0.019 0.040 -0.001
C -4.5524 0.4637 0.1800 0.086 0.012 0.022 -0.004
H -2.3589 3.6919 -0.6433 -0.015 -0.026 -0.030 0.001
H -0.7080 3.6570 -0.0845 -0.013 0.032 -0.008 0.000
H -0.8730 3.1065 -2.4069 0.012 -0.059 -0.059 -0.004
H -2.0105 1.7890 -2.1155 -0.031 -0.069 -0.068 -0.001
H -1.5714 0.7498 -4.0978 -0.011 -0.026 -0.016 0.000
H -1.5057 -0.9562 -5.8646 0.002 -0.003 0.008 0.000
H 0.1422 -2.7907 -5.7697 0.012 0.013 -0.011 0.000
H 1.7865 -2.8887 -3.9236 -0.010 -0.003 0.015 0.000
H 1.7434 -1.1694 -2.1447 0.044 -0.075 -0.046 -0.001
H 3.2280 1.5822 -1.0552 0.036 -0.072 -0.001 0.000
H 5.0098 2.6055 -2.3486 -0.001 0.032 -0.009 0.000
H 4.5015 3.6873 -4.5283 -0.002 0.024 0.021 0.000
H 2.1759 3.7187 -5.3648 0.009 -0.037 -0.015 -0.001
H 0.3945 2.6084 -4.1185 0.009 0.042 -0.047 0.000
H -3.0240 2.3722 1.0819 -0.061 -0.060 0.004 -0.003
H -1.3863 2.4199 1.7056 -0.020 -0.028 -0.047 0.000
H -0.9724 0.6208 3.3336 -0.083 -0.110 0.014 0.000
H -1.1247 -0.9190 5.2432 -0.011 0.017 -0.002 0.000
H -2.4348 -3.0046 5.0545 -0.012 0.019 0.012 0.000
H -3.6429 -3.5203 2.9585 -0.013 0.012 0.015 0.000
H -3.4910 -1.9975 1.0404 0.049 -0.054 -0.036 0.000
H -2.5226 -0.6833 -2.2806 -0.021 0.095 -0.127 0.000
H -4.6593 -0.7696 -3.4739 0.002 0.014 0.002 0.000
H -6.7385 -0.0375 -2.3523 -0.003 -0.031 0.015 0.000
H -6.6675 0.7020 0.0085 0.000 -0.008 0.001 0.000
H -4.5348 0.7744 1.2175 -0.063 0.029 -0.007 0.000
C 2.6015 -4.6821 1.4723 0.083 0.064 0.101 0.001
C 1.5485 -3.8319 0.8627 -0.130 0.091 -0.139 0.009
C 0.4871 -4.1470 0.0352 0.017 0.017 -0.015 0.002
C -0.1585 -2.9475 -0.2557 -0.045 -0.151 0.085 0.007
N 0.4623 -1.9295 0.3705 0.194 0.400 -0.056 -0.018
N 1.4996 -2.5072 1.0368 -0.020 -0.341 0.101 -0.002
C -1.3595 -2.8020 -1.1155 0.236 -0.049 0.129 0.000
H 2.4833 -5.7109 1.1450 0.008 -0.011 0.021 0.000
H 2.5433 -4.6528 2.5614 -0.016 -0.047 -0.010 0.000
H 3.5936 -4.3353 1.1797 -0.004 -0.030 -0.017 0.000
H 0.2180 -5.1259 -0.3233 -0.016 0.007 0.008 0.000
H 2.1581 -1.9491 1.5477 0.007 0.173 -0.132 0.000
H -2.0801 -3.5770 -0.8577 -0.091 0.067 -0.002 0.000
H -1.0934 -2.9298 -2.1662 -0.014 0.076 -0.015 0.000
H -1.8097 -1.8293 -0.9794 -0.029 -0.125 0.011 -0.001
```
Positions in Å, forces in eV/Å.

=====

Entry 2:
A cluster of 2 separate species, C2H3F3S2 in total, computed with ωB97M-V/def2-TZVPD.

The gap between HOMO and LUMO comes out at 0.344 Ha. The calculation puts the relative energy (zero: lowest compared OMol25 entry of this formula, charge and spin) at 0.0 kcal per mole. The calculation puts the total energy at -1173.90909 Ha. As for the net charge: 0.

Geometry as XYZ:
```
10
Properties=species:S:1:pos:R:3:forces:R:3:nbo_charge:R:1
C 0.1090 0.0569 -0.8418 0.665 0.035 0.434 -0.563
C -2.8887 0.0027 -0.3196 0.474 -0.149 -0.825 0.850
F -2.4497 -0.8050 0.6437 0.137 -0.328 0.366 -0.334
F -4.1528 -0.3134 -0.5801 -0.526 -0.137 -0.118 -0.330
F -2.8605 1.2460 0.1487 -0.001 0.540 0.147 -0.331
S 0.7824 -1.3657 -0.2921 -0.171 0.194 -0.190 0.220
S 0.5256 1.5554 -0.2404 -0.156 -0.245 -0.200 0.222
H -2.2503 -0.0933 -1.2171 -0.389 0.071 0.453 0.143
H 1.6637 -1.0066 0.6903 -0.045 0.128 -0.054 0.062
H 1.4605 1.3106 0.7238 0.012 -0.109 -0.013 0.062
```
Positions in Å, forces in eV/Å.

=====

Entry 3:
A cluster of 2 separate species, CH4INS in total at a distorted geometry, computed with ωB97M-V/def2-TZVPD.

The gap between HOMO and LUMO (alpha / beta) comes out at 0.266 / 0.266 Ha. The calculation puts the relative energy (zero: lowest compared OMol25 entry of this formula, charge and spin) at 46.9 kcal per mole. The calculation puts the total energy at -791.04172 Ha. As for the net charge: 0. As for the structure (SMILES): CN=S.I.

Geometry as XYZ:
```
8
Properties=species:S:1:pos:R:3:forces:R:3:nbo_charge:R:1
C 1.0703 -0.5313 -0.1509 0.120 1.140 2.511 -0.479
N 0.2611 0.7417 -0.3252 0.768 -1.038 -0.405 -0.527
S 0.8652 2.1610 -0.1469 0.267 -0.451 -0.158 0.340
I -3.1667 -0.5481 -0.1687 -0.113 -0.148 -0.055 -0.103
H 0.4449 -1.3779 -0.4273 0.072 0.167 -0.245 0.218
H 2.1540 -0.6633 -0.4881 -1.507 0.838 0.149 0.218
H 1.0685 -0.4962 1.0172 0.309 -0.617 -1.830 0.228
H -2.6973 0.7142 0.6899 0.084 0.110 0.033 0.106
```
Positions in Å, forces in eV/Å.

=====

Entry 4:
An isolated molecule of C24H29N5O3S at a distorted geometry, computed with ωB97M-V/def2-TZVPD.

The gap between HOMO and LUMO comes out at 0.316 Ha. The calculation puts the relative energy (zero: lowest compared OMol25 entry of this formula, charge and spin) at 55.6 kcal per mole. The calculation puts the total energy at -1829.67059 Ha. As for the net charge: 0. As for the structure (SMILES): Cc1ccc(NCc2nnc(SCC(=O)Nc3cccc(O)c3)n2C[C@@H]2CCCO2)c(C)c1.

Geometry as XYZ:
```
62
Properties=species:S:1:pos:R:3:forces:R:3:nbo_charge:R:1
C -1.6475 0.6308 -3.8581 -0.012 0.028 0.058 -0.631
C -0.3922 0.1436 -3.2034 0.035 0.009 -0.053 -0.036
C 0.6132 1.0294 -2.8431 -0.025 -0.066 -0.014 -0.203
C 1.7493 0.5724 -2.2055 0.064 -0.048 0.085 -0.238
C 1.9150 -0.7753 -1.8984 -0.209 0.100 -0.291 0.116
C 0.9273 -1.6855 -2.2878 0.118 0.017 0.029 -0.035
C -0.2011 -1.2038 -2.9342 0.068 0.194 0.003 -0.152
H -0.9542 -1.9075 -3.2562 -0.109 -0.126 -0.040 0.202
C 1.0721 -3.1561 -2.0395 0.000 0.103 0.018 -0.652
H 0.4436 -3.7163 -2.7284 -0.022 -0.071 -0.047 0.215
H 0.7723 -3.3968 -1.0189 0.010 -0.100 0.079 0.231
H 2.1065 -3.4616 -2.1795 0.102 -0.118 0.002 0.224
N 3.0925 -1.2021 -1.2395 0.512 0.173 -0.148 -0.610
H 3.7759 -0.4529 -1.2427 -0.079 -0.194 -0.001 0.368
C 2.9399 -1.7716 0.0978 -0.110 -0.026 0.004 -0.267
C 1.7897 -1.1525 0.8163 0.030 -0.104 0.211 0.331
N 0.6435 -1.7358 1.0137 0.659 -0.842 -0.341 -0.281
N -0.2105 -0.8336 1.5270 -0.247 0.679 0.447 -0.374
C 0.4262 0.3059 1.6209 0.002 -0.121 0.002 0.195
N 1.7144 0.1657 1.1944 -0.776 -0.409 0.109 -0.373
C 2.7502 1.1558 1.2424 0.743 0.227 0.220 -0.239
H 3.3661 1.0898 0.3427 -0.137 0.078 0.038 0.220
H 2.2804 2.1415 1.2720 0.088 -0.013 -0.109 0.223
C 3.6774 0.9736 2.4674 -0.350 -0.241 -0.068 0.099
H 4.0326 -0.0647 2.4849 -0.088 0.101 -0.005 0.185
C 3.0101 1.3769 3.7837 0.197 -0.042 -0.112 -0.438
H 3.4931 0.8589 4.6127 -0.030 -0.036 0.006 0.217
H 1.9461 1.1558 3.7990 -0.042 -0.064 0.075 0.228
C 3.3105 2.8731 3.8413 0.140 -0.093 -0.164 -0.438
H 2.5664 3.4314 3.2730 -0.028 0.063 0.019 0.206
C 4.6835 2.9505 3.1691 0.127 0.346 0.274 -0.070
H 5.4921 2.9063 3.9084 -0.080 0.056 -0.068 0.175
O 4.8030 1.8132 2.3201 -0.044 -0.085 -0.227 -0.528
H 4.8104 3.8537 2.5660 0.012 -0.055 0.085 0.186
H 3.3323 3.2584 4.8571 -0.046 0.061 0.018 0.227
S -0.2336 1.8258 2.1437 -0.120 0.396 0.072 0.279
C -1.9553 1.3567 2.5102 0.231 -0.025 -0.156 -0.603
H -1.9246 0.4300 3.0812 -0.072 0.029 0.060 0.248
H -2.3347 2.1761 3.1202 -0.002 -0.097 -0.080 0.260
C -2.8247 1.2292 1.2539 0.194 -0.046 0.376 0.665
O -3.5635 2.1248 0.9095 -0.173 0.243 -0.069 -0.604
N -2.6668 0.0326 0.6520 0.062 -0.418 -0.049 -0.653
C -3.2900 -0.4680 -0.4927 -0.250 0.083 -0.243 0.260
C -2.8379 -1.7033 -0.9488 -0.064 -0.071 -0.101 -0.355
C -3.4130 -2.2876 -2.0655 -0.117 0.386 0.252 0.324
C -4.4470 -1.6378 -2.7334 0.110 -0.268 -0.110 -0.303
C -4.8870 -0.4118 -2.2734 0.113 -0.148 0.037 -0.170
C -4.3208 0.1841 -1.1592 -0.077 0.260 0.103 -0.302
H -4.6678 1.1403 -0.8065 0.001 0.033 0.023 0.251
H -5.6879 0.0928 -2.7924 -0.077 0.044 -0.046 0.215
H -4.8852 -2.1057 -3.6001 -0.060 -0.063 -0.117 0.223
O -2.9839 -3.4901 -2.5382 0.105 -0.179 -0.089 -0.669
H -2.2725 -3.8188 -1.9740 -0.100 0.042 -0.054 0.481
H -2.0274 -2.1985 -0.4299 0.129 -0.077 0.058 0.217
H -1.9211 -0.5682 1.0217 -0.167 0.259 0.061 0.439
H 3.8733 -1.6295 0.6463 -0.007 -0.079 -0.077 0.217
H 2.7390 -2.8431 0.0263 0.038 0.104 0.173 0.230
H 2.5298 1.2762 -1.9429 0.069 0.050 0.066 0.197
H 0.5068 2.0830 -3.0569 -0.013 0.118 -0.044 0.209
H -2.1722 -0.1851 -4.3481 -0.084 -0.023 -0.057 0.219
H -1.4267 1.4043 -4.5910 -0.039 0.053 -0.080 0.214
H -2.3162 1.0561 -3.1091 -0.101 0.016 -0.005 0.231
```
Positions in Å, forces in eV/Å.